{"formula": "C5H12NO", "method": "ωB97M-V with the def2-TZVPD basis set", "total_charge": 1, "multiplicity": 1, "e_lumo_ev": -3.1, "symbols": ["O", "N", "C", "C", "C", "C", "C", "H", "H", "H", "H", "H", "H", "H", "H", "H", "H", "H", "H"], "xyz": [[0.852, -0.281, 1.276], [-1.287, -0.235, -0.500], [-2.046, -1.473, -0.291], [1.081, 1.989, -1.232], [1.697, 0.939, -0.693], [1.786, 0.743, 0.794], [-1.737, -2.338, 0.662], [-2.952, -1.477, -0.876], [0.726, 2.739, -0.533], [1.156, 2.228, -2.288], [2.129, 0.113, -1.256], [-2.411, -3.148, 0.901], [1.582, 1.698, 1.285], [0.613, -0.007, 2.169], [-0.849, -2.196, 1.261], [-1.859, 0.564, -0.773], [-0.667, 0.043, 0.305], [2.813, 0.480, 1.058], [-0.626, -0.381, -1.267]]}


{"formula": "C5H12NO2", "method": "ωB97M-V with the def2-TZVPD basis set", "total_charge": -1, "multiplicity": 1, "e_lumo_ev": 3.6, "symbols": ["O", "O", "N", "C", "C", "C", "C", "C", "H", "H", "H", "H", "H", "H", "H", "H", "H", "H", "H", "H"], "xyz": [[1.954, -0.912, 3.031], [-1.791, -2.399, -1.289], [0.619, 1.616, 2.341], [0.298, 0.803, -1.386], [0.020, 1.424, -0.034], [0.755, 1.146, 1.104], [-0.018, -0.709, -1.474], [-1.504, -0.973, -1.483], [1.880, 0.053, 3.213], [0.465, -1.168, -2.327], [-1.991, -0.798, -2.438], [-0.857, 2.067, 0.070], [-1.695, -2.594, -0.341], [1.564, 0.448, 0.995], [-0.332, 1.327, -2.117], [0.367, -1.168, -0.567], [1.341, 0.953, -1.701], [-0.175, 2.243, 2.407], [-1.953, -0.387, -0.681], [1.054, -0.973, 2.676]]}


{"formula": "C5H12NO2", "method": "ωB97M-V with the def2-TZVPD basis set", "s2": 0.751, "total_charge": -2, "multiplicity": 2, "e_lumo_ev": [6.8, 6.8], "symbols": ["O", "O", "N", "C", "C", "C", "C", "C", "H", "H", "H", "H", "H", "H", "H", "H", "H", "H", "H", "H"], "xyz": [[2.421, 0.111, 0.088], [1.436, -1.341, -1.971], [-1.962, 1.163, -0.298], [-1.714, 0.657, -1.483], [-1.617, 0.779, 1.001], [1.434, 0.470, 0.800], [-1.020, -0.601, 1.136], [0.511, -0.758, 1.068], [-2.529, 0.787, 1.570], [-1.186, -0.256, -1.709], [-1.812, -1.147, 0.472], [0.792, -1.500, 1.851], [-1.239, -1.075, 2.174], [0.669, -1.180, -0.061], [0.953, -0.681, -1.518], [1.731, 0.893, 1.841], [2.304, -1.379, -1.695], [-2.157, 1.125, -2.382], [-0.969, 1.658, 1.267], [0.763, 1.171, 0.210]]}


{"formula": "C5H12NO2", "method": "ωB97M-V with the def2-TZVPD basis set", "s2": 0.755, "total_charge": 0, "multiplicity": 2, "e_lumo_ev": [0.9, -1.8], "symbols": ["O", "O", "N", "C", "C", "C", "C", "C", "H", "H", "H", "H", "H", "H", "H", "H", "H", "H", "H", "H"], "xyz": [[1.285, 0.224, 2.078], [1.122, -1.168, -2.562], [0.411, -0.249, -0.517], [-1.008, 0.199, -0.128], [-1.828, -1.111, -0.092], [0.656, -0.092, -1.996], [0.415, 1.292, 1.763], [-0.964, 0.873, 1.233], [1.005, 1.931, 1.089], [-1.319, 0.914, -0.924], [-2.690, -0.997, -0.730], [-1.294, 0.096, 2.009], [0.304, 1.948, 2.650], [1.753, 0.040, 1.256], [1.404, 0.732, -2.116], [-1.695, 1.689, 1.306], [-1.276, -2.003, -0.245], [-2.182, -1.211, 0.933], [0.509, -1.218, -0.229], [-0.287, 0.182, -2.536]]}


{"formula": "C5H12NO2", "method": "ωB97M-V with the def2-TZVPD basis set", "s2": 0.760, "total_charge": 0, "multiplicity": 2, "e_lumo_ev": [0.8, -1.4], "symbols": ["O", "O", "N", "C", "C", "C", "C", "C", "H", "H", "H", "H", "H", "H", "H", "H", "H", "H", "H", "H"], "xyz": [[1.434, -3.100, -1.558], [-2.766, 1.208, 1.804], [-0.798, 0.199, 1.022], [-1.537, 1.430, 1.134], [0.583, -1.359, -0.059], [1.093, 1.091, -0.361], [0.008, 0.035, -0.215], [1.144, -1.855, -1.650], [1.748, 1.097, 0.512], [-1.747, 1.904, 0.166], [0.252, -1.545, -2.225], [-1.007, 2.165, 1.742], [1.610, 0.917, -1.308], [-0.211, -2.068, 0.170], [-3.010, 0.285, 1.622], [0.703, 2.111, -0.442], [-0.754, 0.068, -0.983], [1.494, -1.482, 0.507], [1.991, -1.153, -1.724], [-0.231, 0.053, 1.846]]}


{"formula": "C5H12NO2", "method": "ωB97M-V with the def2-TZVPD basis set", "total_charge": 1, "multiplicity": 1, "e_lumo_ev": -3.8, "smiles": "C[NH+](C)[C@](C)(O)C=O", "symbols": ["O", "O", "N", "C", "C", "C", "C", "C", "H", "H", "H", "H", "H", "H", "H", "H", "H", "H", "H", "H"], "xyz": [[-0.201, 0.052, -1.806], [-2.253, 0.763, 1.174], [0.506, 0.419, 0.419], [-0.532, -1.807, -0.013], [1.944, -0.159, 0.333], [0.319, 1.933, 0.178], [-0.557, -0.356, -0.269], [-1.974, 0.207, 0.137], [2.021, -0.146, -0.693], [-0.731, 2.174, 0.419], [2.629, 0.533, 0.813], [0.765, 2.233, -0.802], [0.300, 0.391, 1.399], [-0.559, -2.042, 1.049], [-1.523, -2.256, -0.536], [-2.892, -0.279, -0.412], [0.264, -2.208, -0.654], [2.056, -1.155, 0.673], [-0.639, -0.745, -2.276], [1.058, 2.446, 0.868]]}


{"formula": "C5H12NO2", "method": "ωB97M-V with the def2-TZVPD basis set", "total_charge": 1, "multiplicity": 1, "e_lumo_ev": [-6.1, -6.1], "symbols": ["O", "O", "N", "C", "C", "C", "C", "C", "H", "H", "H", "H", "H", "H", "H", "H", "H", "H", "H", "H"], "xyz": [[1.511, 1.269, 0.262], [-0.169, 1.311, 1.853], [-0.735, -1.031, 0.433], [-0.066, -1.314, 1.631], [0.246, 1.465, -1.766], [-0.639, 1.347, 0.723], [-0.040, -1.449, -0.782], [0.358, 1.295, -0.297], [-1.614, 1.471, 0.367], [0.618, 2.411, -2.015], [-0.744, 1.576, -1.965], [1.030, -1.719, -0.635], [-0.408, -2.510, -1.112], [1.424, 1.243, 1.286], [-0.189, -0.772, -1.715], [-0.087, -0.515, 2.475], [-1.737, -1.065, 0.286], [0.945, -1.533, 1.433], [-0.453, -2.309, 1.990], [0.750, 0.830, -2.453]]}


Asked for F_max across the records above, the calculation gives 0.024 0.029 0.094 0.051 0.051 0.100 0.077 Eh/bohr in order.
Asked for ΔE to the lowest compared entry with this formula, charge and spin across the records above, the calculation gives 1.6656 2.7651 4.2502 2.0288 1.7110 2.9563 3.9497 eV in order.